The following is a quantum chemistry calculation of a molecular structure, C23H26N7O5RuS2Se2 at a distorted geometry, from the OMol25 dataset.

The geometry in XYZ format:
```
66
C23H26N7O5RuS2Se2, DFT ωB97M-V with the def2-TZVPD basis set
Ru -1.2535 1.1536 -0.7432
N -1.8770 5.2643 -2.4174
C -1.5186 4.0787 -1.7664
S -2.2855 2.6332 -2.2895
N -0.6217 4.1888 -0.8462
N -0.2754 3.0000 -0.2249
C 0.5029 3.1923 0.7812
C 1.0041 2.2131 1.6988
C 1.7436 2.6665 2.7988
C 2.2283 1.8081 3.7610
C 1.9525 0.4405 3.6268
C 1.2387 -0.0397 2.5575
C 0.7535 0.8213 1.5323
O 0.1625 0.3371 0.5100
H -2.8259 5.2285 -2.7578
H -1.7076 6.0711 -1.8335
H 0.7744 4.2300 0.9755
H 1.9196 3.7350 2.8872
H 2.7889 2.1818 4.6090
H 2.3011 -0.2550 4.3846
H 1.0101 -1.0935 2.4674
O -1.7938 -1.5773 0.8716
C -3.1329 -1.9851 0.9251
C -4.1609 -0.8331 0.8421
C -5.4714 -1.4727 1.3276
O -6.6095 -0.6131 1.2390
C -4.3773 -0.3001 -0.5806
Se -2.8261 -0.4050 -1.7659
C -3.7904 0.3071 1.7968
Se -2.6802 1.8039 1.1269
H -1.3717 -2.0111 0.1114
H -3.2966 -2.4981 1.8879
H -3.3629 -2.6977 0.1238
H -5.3751 -1.7701 2.3769
H -5.6678 -2.3755 0.7337
H -6.3632 0.1183 0.6608
H -4.6304 0.7645 -0.5306
H -5.1974 -0.8307 -1.0744
H -3.3118 -0.1200 2.6819
H -4.7069 0.8048 2.1234
N 5.4575 -3.2551 1.2482
C 4.3214 -3.0881 0.4191
C 4.3969 -3.3620 -0.9444
C 3.2806 -3.2062 -1.7514
C 2.0817 -2.7940 -1.1985
C 1.9943 -2.5316 0.1590
C 3.1096 -2.6779 0.9662
S 0.6225 -2.5680 -2.1995
O -0.4561 -3.1722 -1.4412
O 0.9048 -3.1604 -3.4915
N 0.3600 -1.0152 -2.2162
C 1.2444 -0.0845 -2.5370
N 0.7613 1.2015 -2.3947
C 1.6015 2.1953 -2.5655
C 2.9349 1.9989 -2.9234
C 3.3164 0.6811 -3.1020
N 2.5131 -0.3552 -2.9346
H 6.3170 -3.0920 0.7430
H 5.4233 -2.6436 2.0522
H 5.3410 -3.6807 -1.3754
H 3.3283 -3.3807 -2.8174
H 1.0543 -2.1796 0.5643
H 3.0485 -2.4500 2.0246
H 1.1948 3.1920 -2.4184
H 3.6224 2.8218 -3.0555
H 4.3371 0.4412 -3.3987
```

2S+1: 2
Total charge: -2
HOMO energy (alpha / beta) (eV): -1.32 / -1.26
⟨S²⟩: 0.759
Energy above the lowest of the compared OMol25 structures with the same formula, charge and spin (kJ/mol): 106.6
Kohn-Sham gap (alpha / beta) (eV): 5.88 / 5.82